The following is a DFT calculation (the ωB97M-V functional and the def2-TZVPD basis) of a 13-piece molecular cluster, C11H48O13 overall.

Output
Orbital gap = 10.06 eV
Lowest unoccupied orbital energy = -0.1 eV
Energy above the lowest of the compared OMol25 structures with the same formula, charge and spin = 0.0 kcal/mol
Total charge = 0
E_tot = -1425.8253 hartree

```
72
Properties=species:S:1:pos:R:3:forces:R:3
C -5.500 -0.860 -4.229 1.5 -0.2 -0.7
O -5.528 -0.217 -3.011 -0.7 0.4 2.0
H -5.178 -0.061 -4.897 -0.5 -0.5 -0.8
H -4.674 -1.565 -4.139 0.1 -0.4 -0.8
H -6.401 -1.414 -4.494 -0.2 0.4 -0.2
H -5.398 -0.920 -2.371 -0.1 0.4 0.5
C 0.083 -0.011 1.238 0.3 1.6 0.1
C 0.949 0.849 0.315 -3.6 -0.9 -1.8
O 2.255 0.671 0.588 2.3 0.8 0.8
H 0.267 0.452 2.208 0.3 -0.8 0.6
H 0.403 -1.049 1.150 -0.5 0.1 0.3
H -0.974 0.230 1.120 -0.2 -0.7 -0.5
H 0.597 1.880 0.332 0.2 0.4 0.4
H 0.755 0.577 -0.723 0.1 -0.3 -0.2
H 2.383 1.380 1.223 1.1 -0.2 0.3
C -6.254 1.700 6.356 -0.7 -0.2 0.0
C -6.650 2.876 5.475 0.7 -0.2 1.0
O -5.936 2.813 4.264 0.3 -0.1 -0.2
H -5.215 1.690 6.688 0.1 0.2 -0.5
H -6.506 0.739 5.908 0.0 0.0 0.1
H -6.826 1.873 7.267 -0.2 -0.5 0.2
H -6.360 3.677 6.155 0.1 1.0 -0.6
H -7.731 2.955 5.356 -0.1 -0.3 -0.3
H -6.186 3.483 3.623 -0.2 0.2 0.3
C 9.125 0.899 -5.124 -0.4 -0.3 0.2
C 8.628 1.054 -3.708 -0.1 0.6 0.1
O 9.157 0.005 -2.941 0.5 -0.6 0.7
H 8.722 -0.061 -5.448 0.1 0.0 -0.4
H 10.213 0.833 -5.138 0.0 0.2 -0.1
H 8.760 1.695 -5.773 0.1 0.0 0.0
H 7.542 0.998 -3.632 -0.2 0.2 -0.3
H 8.928 1.994 -3.245 0.0 0.3 -0.3
H 9.422 0.391 -2.103 0.0 -0.3 0.1
C -6.233 -5.643 2.595 -2.0 -0.5 -2.1
C -4.808 -5.724 2.912 0.6 -0.9 2.1
O -4.083 -6.560 2.039 0.7 0.7 -1.1
H -6.408 -5.027 1.712 -0.1 0.9 0.4
H -6.949 -5.458 3.394 0.3 0.3 0.0
H -6.547 -6.560 2.096 0.0 -0.7 0.6
H -4.710 -6.198 3.888 0.0 0.2 0.5
H -4.395 -4.723 3.039 0.6 -0.2 -0.6
H -4.273 -7.486 2.206 -0.2 0.1 0.2
C 1.793 -2.082 -8.838 -1.3 0.4 0.2
C 0.494 -1.220 -8.484 3.1 -0.2 -1.3
O 0.471 -0.152 -9.478 -1.4 -0.5 0.9
H 1.891 -2.266 -9.908 -0.6 -0.2 -0.1
H 1.783 -3.030 -8.301 0.3 0.0 0.0
H 2.695 -1.508 -8.629 0.0 0.0 0.6
H 0.672 -0.869 -7.467 -0.2 0.5 0.0
H -0.428 -1.802 -8.459 0.0 0.3 -0.7
H 1.351 0.189 -9.656 0.1 -0.3 0.4
O 2.746 4.048 6.654 0.0 -0.2 0.2
H 3.445 3.937 6.009 0.2 0.0 -0.2
H 2.089 4.579 6.205 -0.2 0.2 -0.1
O -0.137 5.219 -3.886 0.1 -0.1 -0.1
H 0.253 5.849 -3.280 0.1 0.2 0.1
H -1.040 5.122 -3.583 -0.3 -0.1 0.0
O 4.487 5.655 1.946 -0.1 -0.2 0.1
H 4.043 6.207 1.303 -0.1 0.1 -0.2
H 5.257 6.161 2.206 0.2 0.1 0.1
O 0.492 -7.030 -0.650 0.1 0.0 -0.2
H 1.026 -6.851 0.124 0.2 0.1 0.2
H -0.389 -7.175 -0.305 -0.3 0.0 0.1
O 3.659 -3.913 2.211 0.0 -0.3 0.0
H 3.706 -3.513 3.079 0.0 0.1 0.2
H 3.551 -3.174 1.612 0.0 0.2 -0.2
O 2.852 -0.270 8.168 0.1 -0.2 -0.1
H 2.930 0.592 7.760 0.0 0.3 -0.1
H 2.571 -0.088 9.064 -0.1 0.0 0.2
O -0.182 6.867 4.466 0.1 -0.1 0.2
H -0.889 7.484 4.280 -0.2 0.1 0.0
H 0.342 6.853 3.665 0.2 0.0 -0.2
```
Forces are in eV/Å.